This record from the Open Molecules 2025 dataset describes C35H32LiN9OS as an isolated structure at a distorted geometry. The level of theory is the ωB97M-V functional and the def2-TZVPD basis.

Atoms and positions in Å:
Li: -0.857 -0.720 0.047
C: -1.596 -4.934 -0.915
C: -0.823 -5.577 0.046
C: -0.406 -4.860 1.144
C: -0.752 -3.501 1.261
N: -1.447 -2.871 0.298
C: -1.873 -3.594 -0.739
N: -0.434 -2.907 2.464
C: -0.661 -1.678 2.779
N: -1.025 -0.607 2.005
C: -1.153 0.473 2.817
N: -1.505 1.694 2.564
C: -1.612 2.273 1.334
C: -2.136 3.588 1.316
C: -2.128 4.315 0.153
C: -1.572 3.743 -0.993
C: -1.119 2.445 -0.902
N: -1.164 1.698 0.201
C: -0.834 0.098 4.219
C: -0.783 0.835 5.385
C: -0.381 0.177 6.543
C: -0.062 -1.179 6.519
C: -0.119 -1.916 5.340
C: -0.496 -1.247 4.191
H: -1.968 -5.463 -1.782
H: -0.579 -6.628 -0.054
H: 0.160 -5.310 1.946
H: -2.476 -3.059 -1.461
H: -2.518 3.992 2.243
H: -2.518 5.325 0.129
H: -1.500 4.294 -1.921
H: -0.658 1.972 -1.765
H: -1.045 1.886 5.376
H: -0.313 0.726 7.473
H: 0.228 -1.666 7.442
H: 0.113 -2.972 5.318
C: -2.463 -1.034 -6.521
C: -2.597 0.417 -6.064
C: -3.952 0.658 -5.401
C: -1.433 0.829 -5.147
N: -1.322 0.016 -3.954
C: -1.963 0.099 -2.779
N: -1.552 -0.881 -2.013
N: -0.646 -1.570 -2.740
N: -0.499 -1.046 -3.894
H: -3.301 -1.298 -7.166
H: -2.467 -1.713 -5.668
H: -1.538 -1.194 -7.077
H: -2.516 1.071 -6.937
H: -4.083 0.003 -4.537
H: -4.755 0.441 -6.104
H: -4.056 1.695 -5.076
H: -1.556 1.867 -4.838
H: -0.493 0.719 -5.685
H: -2.696 0.840 -2.515
O: 1.009 -0.380 -0.467
S: 1.668 -0.398 0.869
C: 3.443 -0.621 0.573
C: 4.186 -1.132 1.627
C: 5.553 -1.310 1.476
C: 6.161 -0.990 0.270
C: 5.405 -0.495 -0.785
C: 4.039 -0.311 -0.636
C: 1.935 1.330 1.338
C: 2.118 1.643 2.673
C: 2.333 2.964 3.038
C: 2.366 3.953 2.068
C: 2.203 3.624 0.728
C: 1.994 2.306 0.359
H: 3.689 -1.387 2.557
H: 6.137 -1.711 2.294
H: 7.226 -1.141 0.148
H: 5.881 -0.256 -1.727
H: 3.432 0.060 -1.454
H: 2.076 0.861 3.421
H: 2.462 3.218 4.083
H: 2.511 4.987 2.353
H: 2.227 4.395 -0.033
H: 1.845 2.026 -0.676

The total energy comes out at -63314.540 eV. As for the highest occupied orbital energy: -7.2 eV. As for the spin multiplicity: 1. For the gap between HOMO and LUMO, the calculation gives 7.275 eV. The value obtained for the lowest unoccupied orbital energy is 0.10 eV.


This record from the Open Molecules 2025 dataset describes C35H33AgF4N8O3Sb as an isolated structure. The level of theory is the ωB97M-V functional and the def2-TZVPD basis.

Atoms and positions in Å:
Ag: -1.538 -0.484 2.148
C: 0.579 3.961 -4.161
C: -0.876 3.737 -3.769
N: -1.049 2.574 -2.903
C: -1.096 2.758 -1.557
C: -1.220 1.788 -0.616
C: -1.292 2.316 0.831
O: -0.746 3.403 1.027
O: -1.949 1.627 1.664
C: -1.247 0.410 -1.034
O: -1.278 -0.597 -0.318
C: -1.182 0.221 -2.503
C: -1.227 -1.087 -2.992
C: -1.175 -1.315 -4.336
F: -1.261 -2.577 -4.814
C: -1.042 -0.268 -5.258
C: -0.988 1.029 -4.781
C: -1.080 1.292 -3.403
N: -0.988 -0.557 -6.635
C: -0.153 -1.599 -7.167
C: 0.884 -1.009 -8.116
N: 0.166 -0.205 -9.173
C: -0.703 0.878 -8.586
C: -1.683 0.220 -7.618
H: 0.669 4.836 -4.805
H: 0.988 3.099 -4.690
H: 1.190 4.127 -3.275
H: -1.522 3.627 -4.643
H: -1.254 4.599 -3.223
H: -1.015 3.781 -1.214
H: -1.327 -1.902 -2.289
H: -0.859 1.840 -5.484
H: -0.747 -2.358 -7.697
H: 0.366 -2.116 -6.365
H: 1.470 -1.771 -8.629
H: 1.547 -0.318 -7.598
H: -0.420 -0.836 -9.726
H: 0.845 0.203 -9.816
H: -1.200 1.385 -9.412
H: -0.031 1.567 -8.076
H: -2.375 -0.412 -8.196
H: -2.285 0.986 -7.134
F: 5.985 -4.623 3.328
C: 4.899 -3.831 3.327
C: 4.601 -3.114 2.183
C: 3.478 -2.303 2.188
C: 2.676 -2.204 3.318
C: 3.004 -2.938 4.453
C: 4.120 -3.762 4.467
Sb: 0.989 -0.921 3.285
C: 0.269 -1.194 5.269
C: -0.597 -2.256 5.506
C: -1.148 -2.466 6.760
C: -0.830 -1.576 7.768
F: -1.382 -1.759 8.985
C: 0.020 -0.507 7.570
C: 0.575 -0.327 6.311
C: 1.949 0.934 3.545
C: 1.243 2.073 3.178
C: 1.810 3.331 3.320
C: 3.087 3.414 3.838
F: 3.655 4.626 3.976
C: 3.817 2.298 4.214
C: 3.238 1.049 4.058
H: 5.243 -3.200 1.317
H: 3.237 -1.740 1.293
H: 2.391 -2.868 5.343
H: 4.393 -4.340 5.339
H: -0.868 -2.930 4.700
H: -1.815 -3.293 6.961
H: 0.234 0.165 8.390
H: 1.239 0.513 6.143
H: 0.239 2.005 2.769
H: 1.267 4.216 3.018
H: 4.815 2.420 4.612
H: 3.799 0.165 4.338
N: -5.073 -0.818 6.203
N: -4.633 -1.152 4.934
N: -5.440 -1.614 4.011
C: -4.625 -1.689 2.970
N: -3.386 -1.289 3.283
N: -3.413 -0.936 4.547
H: -5.758 -1.508 6.492
H: -4.275 -0.861 6.831
H: -4.927 -2.041 2.000

Its net charge is +1. The total energy comes out at -76292.380 eV. As for the highest occupied orbital energy: -9.7 eV. As for the spin multiplicity: 1. For the gap between HOMO and LUMO, the calculation gives 6.372 eV. The value obtained for the lowest unoccupied orbital energy is -3.28 eV.


This record from the Open Molecules 2025 dataset describes C35H33Br2GeNNaS as an isolated structure at a distorted geometry. The level of theory is the ωB97M-V functional and the def2-TZVPD basis.

Atoms and positions in Å:
Na: -0.204 2.595 1.390
C: -2.125 -3.925 -1.425
C: -1.384 -4.173 -0.100
C: -1.485 -5.662 0.251
C: 0.100 -3.839 -0.288
C: -2.011 -3.286 0.978
C: -2.949 -3.791 1.893
C: -3.552 -2.980 2.840
C: -3.217 -1.631 2.873
S: -3.763 -0.382 3.931
C: -2.758 0.787 3.066
N: -2.055 0.273 2.103
C: -2.299 -1.096 1.967
C: -1.704 -1.933 1.023
C: -2.751 2.208 3.492
C: -3.621 2.602 4.522
C: -3.615 3.904 4.990
C: -2.744 4.822 4.418
C: -1.907 4.423 3.379
C: -1.872 3.110 2.867
H: -1.719 -4.563 -2.217
H: -2.023 -2.881 -1.737
H: -3.190 -4.145 -1.316
H: -0.911 -6.244 -0.475
H: -2.515 -6.023 0.215
H: -1.080 -5.864 1.246
H: 0.519 -4.464 -1.082
H: 0.660 -4.037 0.631
H: 0.258 -2.798 -0.576
H: -3.214 -4.841 1.877
H: -4.277 -3.390 3.535
H: -1.019 -1.491 0.310
H: -4.313 1.892 4.967
H: -4.281 4.198 5.793
H: -2.726 5.848 4.778
H: -1.262 5.187 2.943
Br: 3.615 3.039 1.818
C: 3.436 4.189 0.286
Br: 1.681 4.983 0.171
H: 3.591 3.596 -0.601
H: 4.152 4.991 0.376
C: 1.223 -0.425 1.450
Ge: 1.235 0.799 -0.089
C: -0.229 0.507 -1.383
C: 0.053 -0.167 -2.575
C: -0.937 -0.354 -3.533
C: -2.215 0.150 -3.324
C: -2.509 0.831 -2.149
C: -1.524 1.011 -1.186
C: 2.891 0.412 -1.079
C: 3.695 -0.615 -0.651
C: 4.943 -0.885 -1.263
C: 5.397 -0.093 -2.274
C: 4.611 0.986 -2.754
C: 5.063 1.810 -3.817
C: 4.287 2.823 -4.300
C: 3.010 3.060 -3.743
C: 2.556 2.291 -2.709
C: 3.343 1.234 -2.168
H: 1.154 -1.452 1.080
H: 0.369 -0.231 2.102
H: 2.146 -0.295 2.021
H: 1.046 -0.565 -2.754
H: -0.707 -0.896 -4.443
H: -2.982 0.009 -4.076
H: -3.507 1.213 -1.974
H: -1.802 1.485 -0.252
H: 3.380 -1.248 0.172
H: 5.541 -1.718 -0.914
H: 6.367 -0.273 -2.725
H: 6.042 1.617 -4.244
H: 4.641 3.443 -5.115
H: 2.385 3.851 -4.141
H: 1.570 2.476 -2.301

The total energy comes out at -250172.554 eV. As for the highest occupied orbital energy (spin up / spin down): -7.2 / -7.2 eV. As for the spin multiplicity: 2. For the gap between HOMO and LUMO (spin up / spin down), the calculation gives 7.283 / 5.452 eV. The value obtained for the lowest unoccupied orbital energy (spin up / spin down) is 0.09 / -1.72 eV.